DFT (ωB97M-V/def2-TZVPD) results for a molecular structure, C27H41As3BrFeN2O2.

XYZ file:
```
77
Properties=species:S:1:pos:R:3
H -2.7092 0.6162 -3.5647
H 4.5035 3.3515 -2.6829
H -6.3571 -1.8118 2.6100
H 4.9887 3.3127 1.4475
C 0.4912 5.1147 -0.3581
H 1.8644 3.1741 -2.0804
As -0.8604 1.4137 -2.0655
As 3.5043 4.0061 -0.4420
C -6.6667 -3.1605 -0.9982
H -1.6134 3.4910 -1.0074
H 1.1450 -3.9247 2.2965
C 3.5732 -3.3680 -0.0872
C 0.4915 3.5807 -0.4662
H 0.9835 3.3385 1.6342
H 4.0011 1.9176 0.9917
H -3.8860 -1.5378 -2.0291
As -0.0115 1.1405 1.2692
C 0.1885 3.0484 0.9425
H 1.4355 0.8398 -2.9759
C -5.6826 -1.9321 0.8010
H -2.3471 2.3396 -3.8421
H -0.8946 0.1219 3.3864
H 0.1333 0.2484 -4.0303
C -4.6753 -1.4816 -0.0429
O -5.5813 -1.5294 2.1111
C 4.6394 2.9871 -1.6656
H 5.1537 -6.0428 2.2117
H -0.7409 3.4918 1.3095
H -3.1892 -1.9071 2.1517
H 6.4400 -5.1216 0.3098
C 5.4325 -4.7773 0.5010
N -2.7574 -1.2459 1.5168
H 1.1466 5.4634 0.4402
C 0.5379 -2.6920 0.8490
Fe -1.0954 -0.2031 -0.3634
H 2.8637 -5.2498 2.6380
H -0.5162 5.4845 -0.1568
Br 0.6839 -1.7964 -0.8572
C 3.9855 2.9937 1.1659
H 0.8435 5.5655 -1.2869
H 1.6384 -0.4793 2.2214
H -7.4485 -3.8110 -1.3663
H -0.5396 3.8306 -2.3549
H -1.0247 -3.0033 2.3635
C 0.4732 1.0839 -3.4189
H 4.4179 1.9189 -1.6270
H 3.1646 -2.6153 -0.7442
C -6.6846 -2.7621 0.3305
C 1.4784 -3.4822 1.3578
C 1.8412 3.0546 -0.9937
H -4.1326 0.2396 1.0976
C -2.4845 1.5676 -3.0870
H 2.3501 0.3311 0.8129
H 2.2145 1.1996 2.3609
C 3.4264 -4.8445 1.8053
C 4.7141 -5.2940 1.5675
O -2.8168 -0.0210 -0.4618
H -1.8999 1.4995 2.8988
H -7.4720 -3.0947 0.9969
C -0.7543 -2.4259 1.4811
C -0.6435 3.2341 -1.4454
H -5.6460 -3.0547 -2.8834
C 1.7430 0.4717 1.7031
H 5.4230 -3.4132 -1.1551
H -0.3043 1.7849 3.6426
H 5.6803 3.1400 -1.3843
C -3.6384 -0.5587 0.5430
H 3.3218 3.2335 1.9973
H -3.3034 1.8249 -2.4199
C -5.6546 -2.7380 -1.8499
C 2.8344 -3.8820 0.9832
H 1.9484 1.9791 -0.7951
C -4.6638 -1.8979 -1.3689
C 4.8609 -3.8143 -0.3227
H 0.5726 1.9683 -4.0462
C -0.8796 1.1332 2.9860
N -1.5583 -1.5628 0.9942
```

The value obtained for the total energy is -322668.9876 eV. As for the charge: +2. The multiplicity is 2. As for the HOMO energy (alpha / beta): -13.31 / -13.31 eV. For the energy above the lowest of the compared OMol25 structures with the same formula, charge and spin, the calculation gives 0.00 kcal/mol.